1.
{"formula": "C5H9NO", "method": "ωB97M-V/def2-TZVPD", "orbital_gap_ha": 0.399, "largest_force_ha_per_bohr": 0.0073, "smiles": "C[C@H]1N[C@H]1CC=O", "e_tot_ha": -325.862681, "homo_ev": -9.859, "lumo_ev": 0.99, "elements": ["C", "C", "N", "C", "C", "C", "O", "H", "H", "H", "H", "H", "H", "H", "H", "H"], "positions_angstrom": [[-1.235580, -0.053060, 1.379175], [-1.225034, 0.052395, -0.128288], [-0.937964, 1.380481, -0.673770], [0.010804, 0.300062, -0.914110], [1.385343, 0.343651, -0.273167], [1.827634, -1.096200, -0.165746], [2.537173, -1.649877, -0.968594], [-0.655168, 0.764599, 1.816153], [-2.258681, 0.031041, 1.759869], [-0.823918, -1.008898, 1.725987], [-1.980530, -0.547763, -0.636664], [-1.483292, 1.561171, -1.512078], [0.031892, -0.124517, -1.918564], [1.328802, 0.804379, 0.718366], [2.095409, 0.902515, -0.890084], [1.383109, -1.659986, 0.681518]], "forces_ev_per_angstrom": [[0.0186, 0.0107, 0.0349], [-0.1094, -0.2053, 0.0881], [-0.0945, 0.1757, -0.1323], [0.1369, -0.2089, -0.1070], [0.0307, 0.0802, -0.0146], [0.1152, -0.0485, -0.1631], [-0.1575, 0.1777, 0.2894], [-0.0706, -0.1577, -0.0521], [0.1346, -0.0059, -0.0577], [-0.0925, 0.1349, -0.0717], [0.0849, 0.1569, 0.0718], [0.0787, 0.0200, 0.1149], [-0.0427, 0.0550, 0.1525], [-0.0090, -0.0813, -0.1412], [-0.1184, -0.0833, 0.0341], [0.0952, -0.0202, -0.0459]], "lowdin_charge": [-0.0614, -0.3299, 0.0594, -0.3034, -0.1143, -0.2647, 0.0558, 0.0765, 0.0749, 0.0711, 0.1354, 0.0962, 0.1457, 0.1135, 0.1228, 0.1223]}

2.
{"formula": "C8H24F2NaO4S4", "method": "ωB97M-V/def2-TZVPD", "orbital_gap_ha": 0.214, "largest_force_ha_per_bohr": 0.0563, "e_tot_ha": -2574.764594, "charge": -1, "homo_ev": -4.400, "lumo_ev": 1.44, "elements": ["Na", "F", "F", "C", "S", "O", "C", "H", "H", "H", "H", "H", "H", "C", "S", "O", "C", "H", "H", "H", "H", "H", "H", "C", "S", "O", "C", "H", "H", "H", "H", "H", "H", "C", "S", "O", "C", "H", "H", "H", "H", "H", "H"], "positions_angstrom": [[0.428137, 0.599393, 1.168410], [2.045257, 3.864103, 1.076390], [1.140987, 0.253783, 4.648050], [6.436187, -2.043127, -0.756430], [6.681867, -2.177217, 1.074040], [8.101407, -1.621847, 1.307810], [5.610827, -0.715437, 1.380650], [6.923857, -2.854767, -1.296360], [6.630477, -1.005157, -1.026540], [5.368747, -2.145947, -0.951600], [4.537107, -0.900677, 1.410870], [5.826317, 0.093663, 0.682780], [5.813097, -0.442567, 2.416370], [-5.795423, 1.229813, 3.312710], [-3.998623, 0.913493, 2.944080], [-3.867723, 0.536083, 1.479640], [-3.358803, 2.648623, 3.081230], [-6.229573, 1.970263, 2.640880], [-5.807963, 1.552783, 4.353690], [-6.316193, 0.278153, 3.206680], [-3.451963, 3.071973, 2.081130], [-2.303933, 2.711433, 3.348430], [-3.814163, 3.227473, 3.884770], [-1.665463, -4.530867, -1.112480], [0.161827, -4.209157, -0.911850], [0.467857, -2.739957, -0.837020], [0.213747, -4.684997, 0.847430], [-1.873823, -5.586877, -0.940660], [-1.910563, -4.064147, -2.066520], [-2.122403, -3.869187, -0.376620], [1.240757, -4.477257, 1.147750], [-0.069023, -5.734217, 0.932770], [-0.507283, -4.181907, 1.491720], [-0.343913, 4.423113, -4.148220], [-2.218403, 4.233453, -4.124890], [-2.692083, 4.255123, -5.555680], [-2.292113, 2.493453, -3.465870], [0.047957, 3.520273, -4.616630], [-0.020633, 4.366843, -3.108790], [0.044097, 5.288683, -4.685200], [-1.785953, 2.443843, -2.501800], [-1.939533, 1.751183, -4.181990], [-3.334973, 2.258333, -3.253150]], "forces_ev_per_angstrom": [[0.5426, 0.5854, 0.8739], [-0.4252, -0.6141, -0.3237], [-0.3156, -0.1954, -0.7453], [-0.9774, -0.2803, 0.6770], [1.5467, 2.2545, -0.9590], [-1.9924, -1.1397, -0.2019], [-0.2048, -0.3584, 0.8423], [0.4368, 0.4604, 0.0734], [0.7800, -0.3139, -0.1727], [-0.2307, -0.2576, 0.1853], [0.0003, -0.4737, -0.4387], [0.2414, -0.1195, 0.1720], [0.3790, 0.2665, -0.1346], [0.9769, 0.0264, -0.2535], [-0.0611, 0.2900, -0.5716], [-0.1361, 0.4579, 1.1068], [0.0799, -0.2119, 0.0063], [0.1464, 0.0354, 0.0409], [-0.1609, 0.0559, -0.0363], [0.1586, 0.0241, 0.0012], [-0.3873, 0.1780, 0.1439], [0.1682, -0.7897, -0.1576], [-0.5967, -0.0825, -0.2845], [1.1113, 1.6764, 0.3560], [-0.3444, 0.2018, 1.2979], [-0.6298, -0.3883, -0.5304], [-0.1647, -0.5921, -0.3908], [-0.0643, 0.1913, -0.3775], [-0.1591, -0.7556, -0.2553], [-0.1925, -0.3074, 0.2615], [-0.1644, -0.2139, 0.1947], [0.5109, -0.2540, -0.0657], [0.1028, 0.6274, -0.3875], [-0.7503, -1.3766, 0.2355], [0.6900, 0.1076, -0.6132], [0.3661, -0.3739, 0.9842], [-0.1826, 0.4688, -0.2086], [-0.0309, 0.0089, -0.2434], [0.0259, 0.4183, 0.0542], [-0.5971, 0.1188, 0.2218], [0.3079, 0.0950, -0.1666], [0.3172, 0.2342, -0.0251], [-0.1209, 0.3155, -0.1852]], "lowdin_charge": [0.7684, -0.9223, -0.9149, -0.2706, 0.8413, -0.5981, -0.2573, 0.0425, 0.0479, 0.0404, 0.0524, 0.0573, 0.0533, -0.2555, 0.8347, -0.6037, -0.2373, 0.0512, 0.0414, 0.0394, 0.0510, 0.0538, 0.0472, -0.2428, 0.8224, -0.5844, -0.2643, 0.0518, 0.0420, 0.0474, 0.0503, 0.0457, 0.0622, -0.2348, 0.8217, -0.5952, -0.2564, 0.0397, 0.0485, 0.0486, 0.0452, 0.0513, 0.0384]}

3.
{"formula": "C2H10NO", "method": "ωB97M-V/def2-TZVPD", "orbital_gap_ha": 0.442, "largest_force_ha_per_bohr": 0.0611, "e_tot_ha": -211.899751, "charge": 1, "homo_ev": -15.551, "lumo_ev": -3.52, "elements": ["N", "H", "H", "H", "H", "C", "O", "C", "H", "H", "H", "H", "H", "H"], "positions_angstrom": [[-0.625608, -1.690405, 0.638718], [-1.331063, -1.273802, 1.175173], [-0.581344, -0.786906, 0.011954], [-0.856574, -2.485282, 0.137859], [0.210990, -1.849477, 1.204565], [0.264015, 1.160085, -0.430324], [-1.021706, 0.627089, -0.140725], [1.530571, 0.258994, -0.217124], [0.449636, 2.078457, 0.247317], [0.200381, 1.353260, -1.478654], [-1.724000, 1.263848, -0.212508], [1.300250, -0.772170, -0.493013], [1.719203, 0.272279, 0.873387], [2.397909, 0.501444, -0.926614]], "forces_ev_per_angstrom": [[2.0583, 2.3708, -0.1659], [-1.7940, -0.3229, 1.6626], [0.0860, -1.3647, 0.3620], [-0.9694, -2.0441, -1.0875], [-0.1479, 0.1379, -0.1757], [1.9085, 2.3016, 0.3670], [0.5025, -1.3112, 0.8929], [-0.9212, -0.3606, -0.1205], [-0.4793, -1.1390, -1.5436], [0.3937, 0.9643, -0.6331], [-0.2844, 0.5357, -0.2158], [0.2019, -0.0327, -0.1291], [0.7485, -0.0257, -0.7085], [-1.3034, 0.2905, 1.4952]], "lowdin_charge": [0.2912, 0.1205, 0.0884, 0.1195, 0.1546, -0.2514, -0.1027, -0.0715, 0.1549, 0.1086, 0.1292, 0.0463, 0.0863, 0.1261]}

4.
{"formula": "C4H11NS", "method": "ωB97M-V/def2-TZVPD", "orbital_gap_ha": 0.195, "largest_force_ha_per_bohr": 0.1227, "e_tot_ha": -611.680689, "homo_ev": -6.926, "lumo_ev": -1.62, "elements": ["C", "C", "C", "S", "C", "N", "H", "H", "H", "H", "H", "H", "H", "H", "H", "H", "H"], "positions_angstrom": [[0.538587, -1.944067, 1.059022], [-0.050043, -0.301970, 1.074499], [0.395174, -0.923759, -0.147897], [-1.095072, 2.355618, -0.167540], [-0.035408, 1.737284, -1.461778], [1.170230, -3.263398, 0.256475], [1.585620, -1.943370, 1.349150], [-0.153954, -2.432928, 1.739060], [-1.051634, -0.284036, 1.479234], [0.425704, 0.580443, 1.543182], [1.331559, -0.462997, -0.435266], [-0.404673, -0.907133, -0.886978], [-0.534560, 0.944977, -2.004889], [1.003586, 1.596142, -1.174357], [0.130368, 2.524861, -2.197732], [1.686604, -2.903775, -0.552618], [0.483819, -3.723128, -0.359495]], "forces_ev_per_angstrom": [[3.8275, -4.2399, -2.6742], [-1.4775, 4.7938, -0.5785], [-1.9125, 2.1944, 1.9983], [0.3571, -0.9153, 1.0095], [0.0202, 1.1690, -0.5982], [-0.9698, -0.8772, -1.3479], [-0.5284, 1.4667, 1.6981], [-0.2178, 0.5315, -0.3089], [-0.3733, -0.8107, -0.5342], [0.8649, -0.9675, -0.0109], [0.2063, -0.7043, -0.2556], [0.2609, -1.1436, -0.0384], [0.4266, -0.5336, -0.0992], [0.0473, -0.7953, 0.3374], [-0.4170, 0.2316, -0.2513], [0.6205, 0.5905, 0.7139], [-0.7348, 0.0101, 0.9401]], "lowdin_charge": [-0.1836, -0.0979, -0.1720, 0.3536, -0.6936, -0.0051, 0.1205, 0.1390, 0.0811, 0.0891, 0.1165, 0.1216, 0.0004, 0.0095, 0.0106, 0.0517, 0.0586]}